Computed, not measured: C21H16N6O8S5Sr as an isolated structure, with ωB97M-V/def2-TZVPD.

* relative energy (zero: lowest compared OMol25 entry of this formula, charge and spin): 49.5 kcal per mole
* frontier orbital gap: 4.205 eV
* net charge: -2

```
57
Properties=species:S:1:pos:R:3:mulliken_charge:R:1
Sr -0.17 -0.49 -0.12 1.99
S 2.61 -2.22 1.28 -0.50
S 2.00 -2.61 3.19 -0.19
S 2.39 0.16 -1.88 -0.20
S 1.90 -0.89 4.34 -0.18
S 0.00 -0.08 4.28 -0.37
O 1.09 0.63 1.68 -0.46
O -0.10 -2.54 -1.26 -0.75
O -3.68 -6.03 1.79 -0.69
O 1.19 2.29 3.19 -0.48
O -2.48 -0.16 -0.81 -0.77
O -2.73 -6.05 -0.21 -0.58
O -4.59 0.50 -0.33 -0.81
O -1.13 -4.51 -1.51 -0.91
N -1.54 1.00 1.37 1.01
N 2.02 2.55 -3.29 0.38
N -0.04 2.08 -2.27 -0.05
N -0.95 -2.38 1.33 0.14
N -1.52 -2.56 2.51 0.03
N 3.89 1.46 -3.63 0.23
C 2.81 3.29 -4.17 -0.40
C -0.97 4.64 -2.77 -0.66
C -1.79 3.71 -2.15 -0.65
C -3.62 2.00 1.89 -0.93
C -0.95 1.66 2.36 -1.16
C 2.70 1.39 -2.93 -0.26
C -2.27 -3.66 2.55 -0.73
C -2.84 1.14 1.13 -0.03
C -0.82 -3.48 -0.86 0.50
C 0.51 1.35 2.49 1.05
C -3.00 2.73 2.90 -0.26
C -3.38 0.40 -0.12 0.22
C 0.31 4.27 -3.15 -0.61
C -1.65 2.57 3.14 -0.77
C 4.91 0.44 -3.53 -0.87
C -2.21 -4.25 1.30 0.26
C -1.28 2.44 -1.93 -0.71
C 0.73 2.96 -2.88 0.75
C 3.95 2.61 -4.37 -0.50
C -1.34 -3.39 0.56 0.18
C -2.94 -5.51 0.97 0.48
H -1.31 5.65 -2.96 0.37
H -2.05 -5.49 -0.76 0.48
H -2.80 3.95 -1.84 0.49
H 0.95 4.99 -3.63 0.23
H -3.58 3.42 3.50 0.40
H 2.50 4.22 -4.60 0.32
H 4.80 2.85 -4.99 0.41
H -2.79 -3.98 3.43 0.51
H 4.50 -0.52 -3.83 0.33
H -4.67 2.09 1.66 0.55
H 5.25 0.35 -2.50 0.33
H -1.21 -1.93 3.27 -0.24
H 2.08 1.91 3.27 0.43
H -1.13 3.11 3.93 0.49
H 5.73 0.73 -4.19 0.30
H -1.89 1.66 -1.48 0.86
```

Computed, not measured: C21H17BrIrN5O2S3 as an isolated structure, with ωB97M-V/def2-TZVPD.

* relative energy (zero: lowest compared OMol25 entry of this formula, charge and spin): 14.7 kcal per mole
* frontier orbital gap (spin up / spin down): 4.906 / 4.908 eV
* net charge: +2

```
50
Properties=species:S:1:pos:R:3:mulliken_charge:R:1
Ir 0.63 -0.26 -0.80 0.71
Br -1.77 -0.25 -3.68 0.02
S -0.34 3.26 -0.77 0.01
S -1.78 0.66 -0.23 -0.22
S 1.90 0.32 2.05 -0.02
O 2.11 1.03 -0.79 -0.75
O 4.06 1.19 -1.90 -0.54
N 0.76 -0.55 1.18 0.09
N 0.85 0.07 -2.84 0.03
N -2.87 2.97 -0.88 -0.19
N -0.01 -1.83 2.98 -0.04
N -0.33 -2.04 -0.63 -0.08
C 2.90 0.90 -1.83 0.12
C 0.06 -1.58 1.66 0.94
C 2.78 0.21 -4.27 -0.61
C -1.77 2.29 -0.66 0.50
C -2.73 4.36 -1.30 -0.57
C 0.79 -0.55 6.34 -0.69
C -0.60 -2.39 0.66 0.42
C 0.64 -0.34 -5.19 -0.55
C 0.24 -1.32 5.33 -0.62
C -1.34 4.79 -0.86 -0.54
C -0.77 -2.82 -1.62 -0.17
C 0.54 -1.05 4.00 0.00
C 2.00 -0.18 -5.36 -0.39
C 1.99 0.74 4.72 -0.76
C 0.10 -0.18 -3.92 0.12
C -1.94 -4.23 -0.10 -0.55
C 1.66 0.49 6.04 -0.68
C 1.43 -0.01 3.70 1.04
C -1.57 -3.92 -1.41 -0.94
C -1.44 -3.47 0.93 -0.71
C 2.16 0.34 -3.04 0.76
H -0.87 5.48 -1.56 0.43
H -0.01 -0.57 -6.02 0.46
H -1.33 5.24 0.14 0.34
H -2.86 4.42 -2.38 0.30
H -1.69 -3.71 1.96 0.37
H -0.56 -2.62 3.27 0.09
H -0.46 -2.56 -2.62 0.73
H -1.89 -4.53 -2.24 0.45
H 3.83 0.41 -4.36 0.53
H 2.09 1.09 6.83 0.41
H 0.55 -0.77 7.37 0.41
H -3.50 4.98 -0.83 0.34
H 2.46 -0.32 -6.33 0.47
H -2.60 -5.07 0.09 0.48
H -0.43 -2.13 5.57 0.38
H 2.69 1.53 4.46 0.42
H -3.78 2.51 -0.88 0.24
```

Computed, not measured: C21H17BrN3O8Ru as an isolated structure, with ωB97M-V/def2-TZVPD.

* relative energy (zero: lowest compared OMol25 entry of this formula, charge and spin): 12.7 kcal per mole
* multiplicity: 5
* frontier orbital gap (spin up / spin down): 6.492 / 5.942 eV
* net charge: +1

```
51
Properties=species:S:1:pos:R:3:mulliken_charge:R:1
Ru -1.28 -2.62 0.64 0.64
Br 2.41 8.38 -3.32 -0.13
O -2.11 -3.26 2.54 -0.51
O -2.62 -1.23 0.58 -0.50
O -2.59 -4.00 0.08 -0.52
O -0.45 -2.42 -1.18 -0.52
O -0.13 -6.21 2.08 -0.44
O -1.60 0.27 -0.74 -0.50
O -4.60 -4.85 0.59 -0.62
O 0.00 -4.25 1.04 -0.43
N 0.17 -1.18 1.04 -0.07
N 2.84 2.89 -0.96 0.03
N 3.03 1.78 -1.57 -0.61
C 2.75 4.11 -1.53 0.29
C 1.27 0.55 2.24 -1.08
C -3.82 0.74 0.05 -1.29
C 0.43 -1.50 -1.27 1.27
C 2.55 6.66 -2.60 0.09
C 0.78 -0.76 -0.09 0.48
C -1.47 -4.47 2.94 -0.43
C -2.56 -0.07 -0.08 0.70
C 1.08 -1.17 -2.48 -0.93
C 0.40 -0.53 2.18 -0.31
C 1.92 -0.09 -2.53 -0.62
C 1.91 0.98 1.10 -0.44
C 2.67 5.56 -3.45 -0.58
C 2.53 6.49 -1.21 -0.45
C -0.48 -4.97 1.91 0.72
C 2.63 5.23 -0.67 -0.39
C -3.63 -4.18 0.86 0.63
C 2.19 0.70 -1.41 0.30
C 2.77 4.29 -2.93 -0.19
C -3.53 -3.47 2.21 -0.29
C 1.65 0.34 -0.12 0.43
H 1.45 1.03 3.19 0.45
H -3.63 1.77 -0.23 0.35
H -0.13 -0.89 3.05 0.55
H 2.44 7.36 -0.57 0.42
H 2.40 0.19 -3.46 0.46
H -4.56 0.32 -0.63 0.32
H 0.86 -1.75 -3.37 0.52
H 2.60 1.81 1.14 0.63
H -4.00 -4.03 3.00 0.42
H -4.23 0.68 1.06 0.34
H 2.88 3.43 -3.57 0.45
H -3.95 -2.47 2.14 0.25
H 2.63 5.08 0.40 0.41
H -0.89 -4.27 3.85 0.47
H 0.53 -6.47 1.41 0.42
H -2.20 -5.25 3.17 0.41
H 2.69 5.72 -4.52 0.41
```

Computed, not measured: C21H17ClErN6O3 as an isolated structure, with ωB97M-V/def2-TZVPD.

* relative energy (zero: lowest compared OMol25 entry of this formula, charge and spin): 0.0 kcal per mole
* multiplicity: 4
* frontier orbital gap (spin up / spin down): 6.501 / 6.522 eV
* net charge: +1

```
49
Properties=species:S:1:pos:R:3:mulliken_charge:R:1
Er -1.23 0.73 1.10 1.23
Cl -0.24 -3.81 -2.93 -0.19
O -3.02 1.63 -0.35 -0.66
O -2.61 2.82 1.39 -0.70
O -4.49 3.05 0.36 -0.55
N -0.20 0.37 -1.14 -0.02
N -0.11 1.54 3.12 -0.17
N 1.21 0.75 0.96 0.47
N -3.43 2.53 0.44 1.12
N -0.46 0.10 -3.45 0.22
N 1.92 0.29 -0.20 -1.00
C 1.90 1.26 1.91 -0.27
C 1.78 -0.08 -2.54 0.87
C -0.94 0.35 -2.25 -0.60
C 1.44 -0.46 -4.93 -0.90
C 1.18 0.22 -1.23 0.09
C 0.09 -2.79 -0.41 -1.03
C -2.64 -2.43 -0.13 -0.46
C 0.92 -0.15 -3.64 0.17
C -0.26 2.46 5.35 -0.77
C 2.76 -0.71 -5.09 -0.40
C 1.08 2.70 5.36 -0.20
C -0.76 -3.21 -1.40 0.43
C -1.80 -2.01 0.90 0.31
C 3.67 -0.59 -3.97 -0.76
C -0.84 1.93 4.18 0.18
C -0.47 -2.21 0.71 0.49
C 3.14 -0.34 -2.73 -0.30
C 1.89 2.37 4.23 -1.01
C -2.28 -1.18 2.06 -1.31
C 1.22 1.78 3.15 0.87
C -2.13 -2.99 -1.30 -0.90
H -1.94 1.86 4.23 0.37
H 4.74 -0.85 -4.10 0.37
H 3.11 -1.00 -6.08 0.42
H -0.95 2.72 6.15 0.37
H -1.70 -1.35 2.99 0.30
H 1.50 3.09 6.26 0.43
H 1.15 -2.92 -0.54 0.49
H -1.08 0.18 -4.27 0.34
H -3.80 -2.36 -0.13 0.25
H 3.77 -0.35 -1.84 0.45
H -2.02 0.54 -2.19 0.48
H 3.04 1.42 1.75 0.30
H 2.97 2.38 4.24 0.41
H 0.22 -2.01 1.57 0.37
H -2.75 -3.31 -2.12 0.50
H 0.73 -0.53 -5.75 0.38
H -3.29 -1.46 2.30 0.56
```

Computed, not measured: a 4-piece molecular cluster, C21H17F25NO5 overall, with ωB97M-V/def2-TZVPD.

* frontier orbital gap: 8.508 eV
* net charge: +1

```
69
Properties=species:S:1:pos:R:3:mulliken_charge:R:1
F -1.65 -3.77 0.27 -0.22
F 1.59 2.34 5.67 -0.21
F 2.22 0.56 3.72 -0.24
F -3.28 -5.77 -0.37 -0.27
F -1.25 -6.24 -1.02 -0.21
F 0.23 -4.15 -1.72 -0.23
F 2.37 -0.80 -4.51 -0.12
F 0.32 4.68 0.35 -0.23
F 2.97 -4.78 0.34 -0.29
F 0.14 1.99 1.31 -0.27
F 2.74 1.60 1.86 -0.24
F -1.98 3.78 -3.00 -0.27
F 1.60 6.28 1.12 -0.30
F 0.11 2.37 -3.67 -0.37
F -1.50 1.01 6.61 -0.33
F 2.28 -4.66 -2.31 -0.28
F 1.84 6.08 -1.57 -0.29
F 0.12 -0.05 5.57 -0.26
F 1.43 -6.21 -0.24 -0.28
F 0.92 1.52 7.59 -0.27
F 3.62 5.43 -0.50 -0.30
F -2.43 -4.89 1.98 -0.33
F -0.76 5.34 -2.06 -0.21
F -0.07 2.67 -1.52 -0.06
F 0.81 2.96 3.14 -0.29
O 0.90 -4.36 0.95 -0.35
O 2.34 3.89 -1.39 -0.33
O 1.08 -0.20 -2.36 -0.39
O 1.03 -0.42 -4.63 -0.10
O -0.50 1.13 3.23 -0.31
N -3.54 -1.55 -3.20 0.06
C -1.54 -4.93 0.95 0.89
C -1.28 -2.12 -3.38 -0.32
C -0.96 -0.76 -3.38 0.81
C 0.49 -0.40 -3.37 0.16
C -0.15 -5.06 1.59 -0.76
C -2.04 -6.08 0.06 0.06
C -3.27 -0.23 -3.22 -0.69
C 1.78 0.89 2.50 0.28
C 0.52 1.77 2.59 0.70
C -0.75 4.38 -2.99 0.06
C 1.60 5.05 0.56 0.40
C -0.46 1.15 5.74 0.89
C -1.08 1.63 4.42 -0.71
C 2.34 5.11 -0.78 0.72
C 1.53 -4.11 -1.33 0.31
C 1.77 3.67 -2.65 -1.15
C 1.68 -4.91 -0.03 0.67
C 0.51 2.10 6.44 0.05
C 0.28 3.30 -2.66 1.09
C -2.59 -2.49 -3.27 -0.67
C -1.97 0.20 -3.31 -0.09
H -4.10 0.45 -3.14 0.48
H -2.08 -7.02 0.63 0.30
H -1.75 1.25 -3.30 0.47
H -0.51 -2.88 -3.42 0.61
H 0.11 -6.10 1.78 0.32
H -4.50 -1.85 -3.11 0.30
H -0.25 -4.56 2.55 0.44
H 0.02 3.05 6.68 0.31
H 1.84 -3.07 -1.17 0.26
H -0.57 4.81 -3.98 0.31
H -1.20 2.71 4.40 0.32
H -2.08 1.20 4.42 0.38
H 2.09 4.34 1.23 0.13
H 1.97 4.48 -3.35 0.32
H -2.91 -3.52 -3.23 0.47
H 1.56 -0.02 1.93 0.21
H 2.28 2.79 -3.03 0.47
```

Computed, not measured: one molecule with the formula C21H17F3N2O2, with ωB97M-V/def2-TZVPD.

* SMILES: Cc1cccc(NC(=O)c2ccc(Cn3cc(C(F)(F)F)ccc3=O)cc2)c1
* frontier orbital gap: 8.655 eV
* net charge: 0

```
45
Properties=species:S:1:pos:R:3:mulliken_charge:R:1
F -0.01 4.17 0.82 -0.28
F -1.35 5.65 1.62 -0.25
F -0.34 4.30 2.94 -0.26
O 0.88 -3.89 -0.68 -0.65
O -5.13 0.78 1.24 -0.66
N -3.28 1.79 0.39 0.19
N 2.27 -2.18 -1.29 -0.13
C -1.08 -1.91 -0.03 -0.97
C 6.05 -3.91 -1.66 -0.57
C 5.88 -2.55 -1.81 -0.61
C -2.15 -1.04 0.01 -0.31
C -4.24 1.59 1.40 0.56
C 3.70 -4.17 -1.26 -0.52
C -2.23 0.02 -0.90 0.65
C -0.14 -0.69 -1.88 -0.69
C -3.02 3.27 2.70 -0.45
C -2.26 2.65 0.52 0.08
C -0.06 -1.73 -0.96 0.61
C 1.07 -2.72 -0.97 0.57
C -1.22 0.18 -1.84 -0.58
C 4.62 -1.99 -1.68 -0.78
C -3.38 0.98 -0.82 -1.60
C 4.96 -4.73 -1.39 0.67
C -4.05 2.40 2.57 -0.78
C 3.52 -2.80 -1.40 0.71
C -0.95 4.37 1.75 0.80
C 5.15 -6.21 -1.24 -1.50
C -2.09 3.40 1.64 -0.11
H -1.57 2.70 -0.32 0.53
H 2.84 -4.79 -1.04 0.50
H 4.49 -0.92 -1.79 0.36
H -4.78 2.28 3.36 0.42
H 7.03 -4.35 -1.76 0.42
H 5.48 -6.65 -2.18 0.32
H 4.22 -6.69 -0.94 0.34
H 2.29 -1.18 -1.43 0.18
H 6.72 -1.92 -2.02 0.37
H -4.33 0.44 -0.75 0.45
H 0.61 -0.56 -2.64 0.47
H -2.89 3.87 3.59 0.43
H -2.93 -1.17 0.73 0.48
H 5.91 -6.42 -0.49 0.34
H -3.40 1.64 -1.69 0.41
H -1.01 -2.74 0.65 0.43
H -1.28 0.98 -2.57 0.40
```

Computed, not measured: C21H18AuF8N3OSSi as an isolated structure, with ωB97M-V/def2-TZVPD.

* relative energy (zero: lowest compared OMol25 entry of this formula, charge and spin): 35.2 kcal per mole
* frontier orbital gap (spin up / spin down): 5.252 / 5.782 eV
* net charge: 0

```
54
Properties=species:S:1:pos:R:3:mulliken_charge:R:1
Au -0.68 -0.04 0.04 0.96
S -2.08 -2.24 0.56 -0.35
Si 2.50 -2.00 0.09 -0.35
F -2.36 -4.45 2.74 -0.22
F 1.55 4.65 -1.12 -0.31
F -2.93 6.15 -1.19 -0.30
F 0.74 2.24 -0.21 -0.31
F -0.27 6.63 -1.64 -0.32
F -3.25 -3.86 4.61 -0.31
F -4.19 -3.31 2.76 -0.23
F -3.75 3.76 -0.22 -0.33
O -1.97 1.77 0.25 -0.86
N -1.06 -0.47 2.11 -0.29
N -0.09 0.06 -1.99 -0.04
N 1.28 -0.97 -0.59 -0.15
C -2.03 5.20 -0.92 0.20
C -1.87 -1.52 4.51 -0.23
C -2.44 3.97 -0.44 0.44
C -0.50 0.57 -3.14 0.74
C 0.24 4.44 -0.89 -0.15
C -0.18 3.21 -0.42 0.11
C -1.15 -0.32 4.47 -0.82
C 2.98 -3.37 -1.16 -1.06
C -0.78 0.17 3.23 -0.23
C -1.54 2.90 -0.18 0.31
C -3.00 -3.44 3.36 0.56
C 2.07 -0.42 -2.86 -0.80
C 1.66 0.09 -4.07 -0.45
C 1.14 -0.48 -1.81 0.91
C 4.06 -0.97 0.53 -1.04
C -1.89 1.10 -3.22 -1.30
C 0.36 0.57 -4.23 -0.75
C -0.68 5.45 -1.15 0.68
C -2.20 -2.16 3.34 -0.10
C -1.78 -1.61 2.11 0.63
C 1.70 -2.72 1.66 -0.94
H 2.36 0.11 -4.90 0.43
H -2.51 0.40 -3.80 0.32
H 4.79 -1.60 1.04 0.37
H -2.32 1.19 -2.22 0.22
H -1.93 2.07 -3.72 0.37
H 3.63 -4.10 -0.69 0.39
H 4.53 -0.56 -0.36 0.33
H 3.08 -0.75 -2.68 0.39
H 3.81 -0.15 1.19 0.33
H -2.17 -1.93 5.46 0.52
H -0.89 0.20 5.37 0.42
H 1.45 -1.94 2.37 0.21
H -0.23 1.09 3.13 0.55
H 0.80 -3.27 1.43 0.24
H 2.10 -3.89 -1.53 0.33
H 3.51 -2.97 -2.02 0.34
H 2.38 -3.41 2.16 0.46
H 0.01 0.93 -5.19 0.47
```

Computed, not measured: C21H18AuF8N3OSSi as an isolated structure, with ωB97M-V/def2-TZVPD.

* relative energy (zero: lowest compared OMol25 entry of this formula, charge and spin): 0.0 kcal per mole
* frontier orbital gap: 7.522 eV
* net charge: 0

```
54
Properties=species:S:1:pos:R:3:mulliken_charge:R:1
Au -0.85 0.24 -0.19 0.67
S -1.79 2.21 -0.92 -0.46
Si 1.12 -2.24 1.32 -0.34
F -1.68 6.54 -0.96 -0.27
F 3.52 1.31 -0.65 -0.39
F 4.32 -2.09 -3.79 -0.33
F 1.63 -2.47 -4.04 -0.32
F -0.13 5.75 -2.23 -0.27
F -0.10 -0.99 -2.65 -0.38
F -2.03 4.74 -2.09 -0.26
F 5.24 -0.17 -2.09 -0.31
O 0.88 1.00 -0.83 -0.42
N -0.28 2.70 1.18 -0.31
N -0.29 -1.62 0.49 -0.01
N -2.40 -1.01 0.23 -0.03
C -1.11 5.39 -1.38 0.69
C -3.73 -1.13 0.09 0.88
C -0.56 4.62 -0.21 -0.03
C -1.57 -2.06 0.50 0.73
C 0.28 5.34 0.63 -0.51
C -0.80 3.27 0.09 0.83
C 2.09 -0.76 1.90 -0.70
C -2.11 -3.34 0.69 -0.82
C -3.48 -3.47 0.59 -0.40
C 0.84 4.74 1.73 -0.73
C 0.52 3.41 1.96 -0.30
C 3.93 -0.37 -2.22 0.35
C -4.51 0.09 -0.28 -1.39
C 2.11 -3.33 0.17 -0.76
C -4.30 -2.37 0.29 -0.67
C 0.56 -3.22 2.81 -1.15
C 1.65 0.21 -1.56 0.14
C 3.46 -1.35 -3.08 0.61
C 2.10 -1.54 -3.20 0.27
C 3.04 0.38 -1.48 0.10
C 1.22 -0.77 -2.47 0.27
H 1.47 -0.14 2.55 0.17
H -5.57 -0.11 -0.23 0.40
H 1.48 -4.12 -0.26 0.30
H -4.26 0.91 0.39 0.31
H -1.47 -4.19 0.89 0.40
H 0.93 2.89 2.82 0.37
H 2.96 -1.08 2.48 0.42
H 2.52 -2.75 -0.66 0.08
H 1.51 5.28 2.40 0.42
H -0.12 -2.63 3.44 0.33
H -3.93 -4.44 0.74 0.42
H 2.94 -3.81 0.69 0.41
H 1.42 -3.49 3.42 0.38
H 0.04 -4.14 2.55 0.33
H -5.37 -2.49 0.20 0.37
H -4.25 0.41 -1.29 0.27
H 0.48 6.38 0.40 0.42
H 2.45 -0.13 1.09 0.19
```